{"formula": "C3H11NO3", "method": "ωB97M-V with the def2-TZVPD basis set", "elements": ["C", "C", "N", "C", "O", "H", "H", "H", "H", "H", "H", "H", "H", "H", "O", "H", "H", "O"], "coordinates": [[-0.618571, 1.766926, -0.227724], [-1.741123, 0.778655, -0.400863], [-1.476624, -0.547550, -0.431388], [-0.255884, -1.146608, 0.067159], [-2.888255, 1.183872, -0.528929], [-1.057234, 2.712338, 0.034240], [0.030552, 1.507015, 0.610362], [0.034614, 1.940334, -1.075099], [-2.289904, -1.131785, -0.336883], [-0.330627, -2.206451, -0.133623], [-0.011102, -0.904050, 1.095417], [0.607365, -0.794984, -0.497136], [4.706185, -2.673888, -2.738423], [3.218779, -2.784704, -2.382267], [3.838029, -2.832667, -3.123949], [1.149903, 1.960985, 4.704474], [2.124930, 1.289803, 3.748681], [1.223660, 1.219033, 4.085407]], "forces_ev_per_a": [[0.567, -0.044, 0.735], [-0.920, 0.813, -0.402], [0.512, -0.434, 0.457], [0.514, 0.374, -0.754], [0.213, -0.150, 0.031], [-0.346, 0.347, -0.042], [0.044, -0.212, 0.015], [-0.095, -0.350, -0.415], [-0.255, 0.162, -0.157], [0.111, -0.273, 0.386], [-0.334, -0.282, 0.440], [-0.013, 0.058, -0.264], [-0.076, -0.014, -0.010], [0.217, -0.018, -0.219], [-0.140, 0.031, 0.230], [-0.060, -0.281, -0.202], [-0.115, -0.058, 0.026], [0.176, 0.331, 0.147]], "orbital_gap_ev": 9.913, "homo_energy_ev": -9.500, "e_tot_ha": -401.3781}

=====

{"formula": "C27H21CsN4O3", "method": "ωB97M-V with the def2-TZVPD basis set", "elements": ["Cs", "C", "O", "C", "C", "C", "C", "C", "C", "N", "N", "C", "O", "C", "C", "C", "C", "C", "C", "C", "O", "H", "H", "H", "H", "H", "H", "H", "H", "H", "H", "H", "H", "C", "C", "C", "C", "C", "C", "N", "N", "C", "C", "C", "C", "C", "C", "H", "H", "H", "H", "H", "H", "H", "H", "H"], "coordinates": [[-0.700485, 0.078184, 1.382698], [-3.074748, -2.406037, -3.328972], [-3.150989, -0.992301, -3.384007], [-1.919198, -0.355932, -3.292228], [-1.547806, 0.463091, -4.330412], [-0.349481, 1.186831, -4.293601], [0.462182, 1.050582, -3.183015], [0.110338, 0.216940, -2.122258], [1.031901, 0.062571, -0.968043], [1.523511, 0.969418, -0.215616], [1.274985, 2.306328, -0.555021], [0.394756, 2.959153, 0.150859], [-0.393212, 2.578366, 1.074230], [0.315268, 4.427215, -0.219940], [0.708622, 4.909635, -1.464880], [0.595058, 6.259390, -1.766359], [0.092609, 7.150201, -0.824327], [-0.301804, 6.674750, 0.419483], [-0.201179, 5.320804, 0.712910], [-1.123516, -0.505250, -2.099563], [-1.510487, -1.204323, -1.100575], [-4.099888, -2.777170, -3.383703], [-2.605075, -2.729360, -2.399453], [-2.510864, -2.787466, -4.191205], [-2.227305, 0.536487, -5.174446], [-0.075229, 1.842621, -5.111082], [1.386881, 1.609939, -3.104215], [1.316960, -0.957595, -0.689476], [1.098764, 4.202201, -2.184874], [0.893806, 6.617501, -2.745686], [-0.000243, 8.204225, -1.062560], [-0.700571, 7.357324, 1.162336], [-0.531809, 4.915880, 1.660538], [4.023176, -3.630898, -0.327354], [4.178048, -3.304053, 1.015511], [3.066887, -3.189459, 1.837377], [1.804185, -3.415635, 1.307410], [1.639987, -3.752848, -0.024966], [2.755312, -3.849347, -0.847822], [0.590667, -3.296460, 2.102808], [0.718151, -2.468479, 3.018562], [-0.478752, -2.263188, 3.845908], [-1.389449, -3.320761, 3.938616], [-2.515822, -3.159748, 4.725676], [-2.698595, -1.930902, 5.366927], [-1.767481, -0.914705, 5.216206], [-0.561940, -1.017354, 4.471140], [4.890294, -3.700179, -0.973608], [5.165479, -3.122103, 1.422711], [3.149643, -2.905199, 2.877509], [0.636359, -3.889894, -0.408514], [2.629628, -4.077200, -1.898993], [-1.218928, -4.249827, 3.407900], [-3.235553, -3.964001, 4.832757], [-3.578273, -1.782273, 5.990470], [-1.984775, 0.020306, 5.736235]], "forces_ev_per_a": [[-1.179, -1.481, 1.266], [0.044, 0.150, -0.006], [-0.085, -0.012, -0.022], [0.065, -0.070, 0.138], [0.025, -0.001, -0.055], [-0.096, -0.028, -0.052], [-0.040, -0.007, 0.063], [0.214, 0.077, -0.010], [0.318, 0.108, -0.519], [0.196, 0.437, -0.343], [0.085, -0.203, -0.076], [-0.025, 0.329, -0.042], [0.510, 1.010, -0.263], [-0.001, -0.045, -0.016], [0.051, 0.025, 0.000], [0.004, -0.014, -0.010], [0.004, 0.014, -0.004], [-0.009, -0.042, 0.021], [-0.028, 0.035, -0.058], [-0.075, -0.065, -0.102], [0.159, -0.078, -0.232], [0.010, -0.012, 0.016], [0.024, -0.017, 0.011], [0.010, -0.037, 0.029], [0.025, 0.024, -0.015], [-0.001, 0.005, 0.001], [0.005, -0.009, -0.010], [-0.168, 0.086, 0.009], [-0.009, -0.002, 0.000], [-0.005, 0.012, 0.002], [0.009, 0.001, 0.002], [0.002, 0.018, -0.014], [0.001, 0.013, 0.009], [0.054, -0.002, -0.038], [-0.093, -0.006, 0.045], [0.134, -0.030, -0.076], [-0.640, 0.090, 0.451], [0.079, -0.045, -0.144], [-0.066, -0.005, 0.048], [0.607, 0.124, -0.221], [-0.626, 0.023, 0.248], [0.841, -0.432, -0.374], [-0.282, -0.027, 0.154], [0.141, 0.094, -0.048], [-0.122, -0.149, -0.015], [0.190, 0.155, 0.043], [-0.338, -0.084, 0.239], [0.005, 0.002, 0.014], [0.013, 0.000, -0.027], [0.008, 0.006, -0.003], [0.001, 0.014, 0.004], [0.004, 0.004, -0.003], [0.050, 0.017, -0.024], [-0.013, 0.008, 0.021], [-0.004, 0.025, -0.012], [0.016, 0.000, -0.001]], "orbital_gap_ev": 5.715, "total_charge": -2, "homo_energy_ev": -1.462, "e_tot_ha": -1506.2776}

=====

{"formula": "C8H12Cl2N2O3STlY", "method": "ωB97M-V with the def2-TZVPD basis set", "elements": ["Tl", "Y", "Cl", "Cl", "C", "C", "C", "O", "O", "O", "C", "N", "C", "C", "S", "N", "C", "C", "H", "H", "H", "H", "H", "H", "H", "H", "H", "H", "H", "H"], "coordinates": [[1.636924, 3.475599, -2.282161], [0.743063, -0.407340, -0.169075], [2.792541, 1.657805, -3.681475], [-0.157584, 1.553592, -1.558837], [-0.074134, -0.134632, 1.937168], [3.791719, 4.439447, -5.186326], [2.966830, 6.074899, -3.660309], [-0.777949, -0.089093, 2.875567], [4.434261, 5.059431, -5.922554], [3.353108, 7.111923, -3.990940], [-3.524541, -1.475418, 0.624587], [-2.841517, -2.353595, 1.588953], [-3.538588, -2.695286, 2.839153], [-1.605176, -2.783958, 1.281502], [-0.978048, -2.348894, -0.341807], [-0.775008, -3.380723, 2.183904], [-1.227043, -4.420760, 3.169092], [0.664731, -3.434571, 1.883713], [-4.470203, -1.152572, 1.071749], [-3.713267, -2.018428, -0.300949], [-2.914394, -0.578352, 0.409951], [-3.777184, -3.774074, 2.878458], [-2.920305, -2.381124, 3.691199], [-4.494104, -2.145836, 2.829265], [-0.299176, -4.809164, 3.650907], [-1.840391, -4.020159, 3.985951], [-1.738303, -5.273729, 2.680821], [0.860966, -3.936881, 0.929667], [1.133405, -2.435085, 1.890918], [1.112205, -4.029509, 2.705247]], "forces_ev_per_a": [[0.796, -0.300, -1.580], [0.285, -1.902, -2.373], [-0.418, 1.183, 0.680], [0.247, 0.342, 0.266], [-5.568, 0.615, 7.996], [2.871, 2.563, -3.299], [1.101, 4.039, -0.746], [4.388, -0.244, -5.533], [-2.598, -2.855, 2.878], [-1.725, -4.397, 1.524], [-0.481, 0.165, 0.027], [1.652, -0.597, -1.175], [-0.574, 0.046, 0.277], [-0.591, 0.785, 1.850], [0.757, 1.066, 0.274], [-0.367, -0.064, -0.935], [0.481, -0.702, 0.813], [-0.287, -1.125, 0.361], [0.245, -0.142, -0.248], [-0.166, 0.171, -0.032], [-0.299, -0.401, 0.143], [0.195, 0.587, 0.027], [-0.423, -0.081, -0.199], [0.543, -0.260, 0.188], [-0.878, 0.205, -0.419], [0.309, -0.142, -0.500], [0.273, 0.598, 0.095], [0.104, 0.067, 0.214], [0.016, 0.146, 0.101], [0.108, 0.635, -0.674]], "orbital_gap_ev": [2.036, 1.985], "total_charge": 4, "homo_energy_ev": [-20.802, -20.802], "e_tot_ha": -2174.8574}

=====

{"formula": "C10H16", "method": "ωB97M-V with the def2-TZVPD basis set", "elements": ["C", "C", "C", "C", "C", "C", "C", "C", "H", "H", "H", "H", "H", "H", "H", "H", "H", "H", "C", "C", "H", "H", "H", "H", "H", "H"], "coordinates": [[-1.331140, 1.486364, -0.320946], [-2.432590, 0.637814, 0.346870], [-0.384502, 0.718119, -1.169034], [0.623183, 1.428070, -1.843128], [-0.398316, -0.694664, -1.362194], [1.577995, 0.762274, -2.624104], [0.632692, -1.373350, -2.083372], [1.573638, -0.631687, -2.774217], [-1.792166, 2.233636, -1.047174], [-0.626248, 2.050704, 0.421365], [-2.798475, 1.260667, 1.178022], [0.864822, 2.472485, -1.575176], [-1.464205, -1.043271, -1.141913], [2.448093, 1.315197, -3.083343], [0.508146, -2.437958, -2.055348], [2.462105, -1.026817, -3.332412], [-2.032903, -0.364435, 0.761754], [-3.217501, 0.289570, -0.249975], [1.036091, -1.536609, 2.486998], [0.345535, -0.283041, 2.981974], [1.989676, -1.248125, 2.024472], [1.276551, -2.216879, 3.343350], [0.565778, -1.968085, 1.625800], [0.207448, 0.585564, 2.227087], [-0.598258, -0.580684, 3.431932], [0.964548, 0.165142, 3.832701]], "forces_ev_per_a": [[-0.012, 0.730, -0.289], [2.260, -0.314, 2.312], [1.625, -1.301, -1.514], [1.513, -0.177, 0.517], [-1.498, 1.725, -0.428], [0.447, 0.493, -0.164], [-2.055, 0.835, 0.617], [1.363, 0.248, 0.145], [0.391, -0.517, 1.310], [-1.734, -0.812, -0.984], [-0.307, -0.609, -0.198], [-0.635, -0.388, -0.414], [2.141, -0.809, 0.086], [-1.260, -0.460, 0.534], [0.492, -0.450, -0.538], [-1.244, -0.142, 0.585], [-0.215, 1.798, -0.203], [-1.261, 0.140, -1.330], [1.594, 0.686, -0.023], [0.578, 1.697, 0.722], [0.192, -0.040, 0.416], [-0.507, 0.269, -1.007], [-0.837, -0.778, 0.018], [0.106, -1.737, 0.999], [-0.338, 0.413, -0.108], [-0.799, -0.499, -1.060]], "orbital_gap_ev": 9.896, "homo_energy_ev": -8.900, "e_tot_ha": -390.5773}

=====

{"formula": "C18H32N2O4", "method": "ωB97M-V with the def2-TZVPD basis set", "elements": ["C", "C", "H", "H", "O", "C", "O", "C", "N", "C", "O", "C", "N", "C", "O", "C", "C", "C", "C", "C", "H", "H", "H", "C", "C", "H", "H", "H", "H", "H", "H", "H", "H", "H", "H", "H", "C", "C", "H", "H", "H", "C", "C", "H", "H", "H", "H", "H", "H", "H", "H", "H", "H", "H", "H", "H"], "coordinates": [[-3.413217, -4.660682, 0.061381], [-2.612594, -3.728637, 0.959054], [-2.826858, -3.914634, 2.012893], [-2.826382, -2.683832, 0.713586], [-1.204810, -3.952174, 0.826364], [-0.590692, -3.372824, -0.191558], [-1.125403, -2.693494, -1.032330], [0.899474, -3.680691, -0.202136], [1.586629, -2.633282, -0.917596], [2.455650, -1.824202, -0.247624], [3.071891, -2.179712, 0.727490], [2.699107, -0.493454, -0.978957], [1.428671, 0.189531, -1.162595], [0.405714, 0.117432, -0.275426], [0.412286, -0.640879, 0.671937], [-0.750361, 1.054374, -0.588053], [-0.528527, 2.377278, 0.155342], [-1.700243, 3.326237, -0.077067], [-3.017788, 2.695850, 0.374949], [-4.184575, 3.652268, 0.145798], [-4.281605, 3.887822, -0.912227], [-4.031912, 4.581295, 0.690645], [-5.117035, 3.205679, 0.483366], [-3.233850, 1.378740, -0.371123], [-2.069142, 0.422390, -0.144789], [-1.989648, 0.169598, 0.914368], [-2.223118, -0.504640, -0.700173], [-4.161656, 0.912100, -0.033713], [-3.335197, 1.583836, -1.440055], [-2.947430, 2.479406, 1.446756], [-1.528555, 4.256660, 0.468691], [-1.765676, 3.570576, -1.140669], [0.399903, 2.846946, -0.181686], [-0.430475, 2.167083, 1.222524], [-0.783420, 1.247558, -1.666026], [1.412917, 0.918658, -1.858393], [3.758812, 0.368839, -0.264067], [4.265218, 1.466458, -1.198475], [5.094462, 1.999562, -0.743007], [3.477943, 2.187617, -1.413029], [4.614572, 1.043554, -2.138722], [3.219816, 0.941272, 1.051300], [4.322284, 1.482186, 1.953221], [5.048283, 0.701795, 2.167098], [4.838879, 2.321816, 1.493546], [3.898315, 1.821600, 2.895293], [2.694775, 0.146699, 1.580702], [2.501265, 1.737182, 0.839095], [4.585548, -0.307269, -0.025118], [3.075076, -0.752310, -1.979063], [1.003291, -2.202071, -1.625624], [1.053244, -4.650304, -0.690931], [1.286860, -3.726660, 0.817632], [-4.474843, -4.508750, 0.233616], [-3.163028, -5.696734, 0.276298], [-3.192840, -4.452652, -0.982737]], "forces_ev_per_a": [[0.345, 0.178, 0.135], [-0.518, 0.084, -0.161], [0.057, 0.069, -0.117], [0.048, -0.123, 0.120], [0.112, -0.248, 0.270], [0.477, 0.041, -0.198], [-0.184, -0.018, -0.076], [-0.018, 0.066, 0.078], [-0.243, -0.236, -0.276], [0.131, -0.151, -0.616], [0.207, 0.040, 0.298], [0.346, 0.109, 0.452], [0.428, 0.066, -0.422], [-0.453, 0.349, -0.389], [-0.050, 0.009, 0.397], [-0.045, -0.178, 0.486], [-0.018, 0.148, -0.303], [0.033, -0.176, 0.367], [-0.186, 0.187, -0.405], [0.205, -0.172, 0.177], [-0.029, 0.042, -0.138], [-0.039, 0.139, 0.035], [-0.145, -0.003, 0.014], [0.182, -0.013, 0.380], [-0.050, 0.000, -0.334], [0.015, -0.057, 0.013], [0.008, -0.040, 0.107], [-0.071, -0.001, -0.062], [-0.083, 0.046, -0.094], [0.033, -0.031, 0.022], [-0.014, 0.074, -0.055], [-0.034, 0.070, -0.081], [0.057, -0.011, 0.076], [0.064, -0.021, 0.054], [0.022, 0.006, -0.006], [-0.172, -0.070, 0.054], [-0.264, -0.057, -0.083], [-0.008, -0.273, 0.167], [0.070, 0.128, -0.011], [-0.093, 0.143, -0.049], [0.067, 0.011, -0.127], [0.195, -0.214, 0.047], [-0.200, 0.006, -0.140], [0.122, -0.067, 0.061], [0.112, 0.097, 0.017], [0.041, 0.061, 0.111], [-0.068, 0.070, -0.008], [-0.081, 0.005, -0.029], [-0.038, 0.003, -0.017], [-0.058, -0.006, 0.145], [0.131, 0.068, 0.123], [-0.094, 0.025, 0.176], [-0.053, -0.067, -0.143], [-0.134, -0.007, 0.011], [-0.032, -0.103, 0.021], [-0.032, 0.002, -0.070]], "orbital_gap_ev": 10.083, "homo_energy_ev": -9.455, "e_tot_ha": -1115.6324}